Record 1
Entry from OMol25: a cluster of 2 separate species, C9H15NO4S in total (ωB97M-V/def2-TZVPD).

The geometry in XYZ format:
```
30
Properties=species:S:1:pos:R:3
S -2.09423 -1.40812 0.85110
O -2.97015 -2.05417 -0.13835
O -0.77697 -2.05593 0.84818
O 0.56055 1.72088 -2.15644
O -2.60485 -0.86088 2.07376
N -0.29151 0.36316 -0.42509
C 0.02566 0.56188 2.17549
C -1.62211 0.17718 0.07409
C 0.36686 0.68645 -1.60638
C 2.65272 -0.04682 -0.12997
C -0.27307 -1.68090 -1.95773
C -0.79054 2.55311 0.88602
C -0.72353 0.95277 0.88656
C 1.78769 -1.17031 -0.61393
C 0.50708 -0.69965 -1.14369
H -1.08451 2.74090 1.93787
H 0.30900 -0.51136 1.99004
H 0.98995 1.21511 2.16042
H 0.35008 -2.36074 -2.44582
H -1.66976 2.74541 0.15516
H 2.18603 -1.60472 -1.43797
H 3.67068 -0.47898 0.29514
H -0.77521 -0.92453 -2.62985
H -3.00179 1.46337 -1.68862
H -0.61134 0.66767 3.01068
H 0.20799 2.81342 0.70676
H 2.98952 0.58106 -1.04921
H 2.09969 0.62927 0.53357
H 1.66509 -1.83932 0.26465
H -1.07903 -2.17522 -1.42645
```

As for the multiplicity: 1.

=====

Record 2
Entry from OMol25: an isolated molecule of C9H15NSi2 (ωB97M-V/def2-TZVPD).

The geometry in XYZ format:
```
27
Properties=species:S:1:pos:R:3
Si 1.17861 -1.68800 -0.35266
Si 2.55212 -2.33250 1.42042
N 0.16082 -0.29200 -0.01299
C 0.58432 1.02224 0.42612
C -0.72877 1.87715 0.59342
C 1.50554 1.67477 -0.59617
C -1.98831 -1.05669 -1.29642
C -1.75608 1.18012 -0.20303
C -3.87759 0.45072 -1.12072
C -3.06502 1.49629 -0.57105
C -1.26661 -0.07394 -0.65858
C -3.30300 -0.79204 -1.39122
H -0.99716 1.97418 1.67969
H 1.80590 2.66786 -0.50820
H -4.97298 0.50537 -1.13339
H -3.56055 2.45203 -0.16788
H 0.21556 -2.65364 -1.11416
H -3.93829 -1.68437 -1.54899
H 2.52219 -3.37589 2.45843
H 1.12515 0.92237 1.37909
H -1.77147 -2.11598 -1.39894
H 2.08103 -1.35847 -1.38354
H 3.98344 -2.46232 1.12274
H 1.23196 1.44841 -1.60561
H 2.20987 -1.18576 2.48841
H -0.81893 3.00610 0.32280
H 2.42312 1.04048 -0.44634
```

The SMILES is C[C@H]1Cc2ccccc2N1[SiH2][SiH3]. As for the multiplicity: 1.

=====

Short version: energy relative to the best compared isomer or geometry (same formula, charge and spin) = 189.9, 0.0 kcal/mol, in the order given.
Short version: M = 233.29, 193.40 Da, in the order given.